Record 1
ORCA calculation (wB97M-V/def2-TZVPD) on a 11-piece molecular cluster, C47H102O37P4 overall at a distorted geometry.

Cartesian coordinates (Å):
1 C 14.814645 -2.336793 19.610294
2 C 16.009749 -1.726336 18.890420
3 O 17.066397 -1.405797 19.812457
4 P 17.583390 0.037307 20.147355
5 O 16.558446 1.104014 20.307756
6 O 18.623539 -0.101031 21.330855
7 C 18.556864 0.407931 22.715897
8 C 19.833784 0.291621 23.550584
9 O 18.560517 0.121661 18.828299
10 C 19.035883 1.409656 18.375809
11 C 20.452609 1.268787 17.783973
12 H 15.166334 -3.226477 20.132675
13 H 14.399854 -1.656490 20.354084
14 H 14.033181 -2.600677 18.897706
15 H 16.249375 -2.280614 17.982977
16 H 15.686186 -0.782322 18.451957
17 H 18.247987 1.439654 22.547830
18 H 17.607073 0.120825 23.167079
19 H 19.765169 1.058909 24.321732
20 H 19.886318 -0.643245 24.108579
21 H 20.787378 0.251407 23.024133
22 H 18.351230 1.873386 17.665652
23 H 19.108491 2.032920 19.267083
24 H 21.106425 2.105071 18.031466
25 H 21.074177 0.429220 18.095234
26 H 20.387910 1.214822 16.697238
27 C 9.036729 -7.515756 23.819108
28 C 10.370627 -7.892129 23.198922
29 O 11.356959 -7.872558 24.209962
30 P 12.838876 -7.226582 23.977694
31 O 12.794928 -6.248656 22.824346
32 O 13.422006 -6.704325 25.404837
33 C 13.672379 -7.644461 26.409901
34 C 15.131508 -7.653107 26.717637
35 O 13.882744 -8.389122 23.676341
36 C 13.751075 -9.357620 22.679443
37 C 14.921966 -10.285431 22.547935
38 H 8.952881 -8.113507 24.726728
39 H 9.116773 -6.452041 24.043184
40 H 8.316887 -7.653405 23.012274
41 H 10.277203 -8.924321 22.861342
42 H 10.531447 -7.083051 22.486439
43 H 13.180176 -7.249950 27.298828
44 H 13.143427 -8.582260 26.240032
45 H 15.360046 -8.381838 27.495347
46 H 15.793711 -7.818532 25.867807
47 H 15.219390 -6.710920 27.258614
48 H 12.855398 -9.930306 22.920061
49 H 13.736401 -8.795004 21.745984
50 H 14.982302 -11.156204 23.200784
51 H 15.086126 -10.647072 21.532855
52 H 15.840713 -9.742866 22.770691
53 C 13.635746 3.002032 12.566004
54 C 13.080268 2.547847 13.827023
55 O 14.200776 2.687918 14.690212
56 P 14.462152 1.539368 15.814918
57 O 13.673982 0.260284 15.617101
58 O 14.064299 2.453507 17.184946
59 C 13.085169 1.779151 18.006779
60 C 12.392949 2.654342 19.067728
61 O 16.017831 1.416542 15.896535
62 C 16.719557 0.535188 15.026312
63 C 17.200662 1.494688 13.871688
64 H 13.983638 4.035001 12.559209
65 H 14.469168 2.391352 12.218766
66 H 12.954403 2.856942 11.727666
67 H 12.395766 3.298339 14.222395
68 H 12.671503 1.553899 13.645152
69 H 12.235015 1.345639 17.480098
70 H 13.654810 0.949601 18.425631
71 H 13.104902 3.257411 19.631226
72 H 11.742043 3.324904 18.506687
73 H 11.809857 2.078541 19.786448
74 H 17.552617 0.121862 15.594872
75 H 16.152541 -0.358653 14.766233
76 H 17.609817 0.887989 13.063856
77 H 16.409450 2.080235 13.403474
78 H 18.082631 2.077061 14.138292
79 C 8.838272 3.185314 19.675436
80 C 8.586539 2.486568 21.027033
81 O 8.628426 3.406657 22.061571
82 P 9.518648 3.098899 23.441180
83 O 9.049592 2.057619 24.434182
84 O 10.999873 2.827914 22.794439
85 C 11.729921 1.767748 23.218195
86 C 13.120468 1.788389 22.562810
87 O 9.704281 4.641872 24.114364
88 C 9.952855 5.768445 23.257426
89 C 8.605592 6.363824 22.958260
90 H 8.432254 2.487512 18.943091
91 H 8.324211 4.135407 19.529956
92 H 9.907628 3.310907 19.505689
93 H 7.714021 1.856030 21.197999
94 H 9.391413 1.760488 21.141380
95 H 11.822943 1.992873 24.280627
96 H 11.111220 0.885237 23.055552
97 H 13.555817 2.771654 22.741015
98 H 13.831786 1.051966 22.936720
99 H 13.100314 1.684074 21.477997
100 H 10.603813 6.484270 23.759382
101 H 10.332825 5.422548 22.296139
102 H 8.162850 6.979320 23.741364
103 H 8.404407 7.021893 22.112941
104 H 7.875772 5.560546 22.857241
105 C 12.212117 0.787881 27.745942
106 C 10.817275 1.206232 27.304005
107 C 9.707260 0.364718 27.896995
108 O 8.949830 1.248240 28.595652
109 C 9.401989 2.528149 28.404927
110 O 8.969761 3.532646 29.006413
111 O 10.478775 2.489467 27.688315
112 H 12.557864 1.318965 28.632795
113 H 12.974329 1.031693 27.005877
114 H 12.221334 -0.280779 27.960381
115 H 10.729451 1.143013 26.219386
116 H 10.193643 -0.333902 28.577770
117 H 9.172991 -0.068199 27.051281
118 C 13.760104 -1.759396 24.646555
119 C 12.328609 -1.800905 24.280760
120 C 11.760163 -3.159628 23.824083
121 O 10.569554 -3.270501 24.566345
122 C 10.530739 -2.410987 25.574395
123 O 9.655337 -2.319190 26.451047
124 O 11.560964 -1.580802 25.485441
125 H 13.986502 -0.934440 25.322050
126 H 14.458935 -1.558914 23.834444
127 H 13.849730 -2.705135 25.181010
128 H 11.918515 -1.049808 23.605652
129 H 12.403961 -3.976724 24.149647
130 H 11.464897 -3.141975 22.774996
131 C 19.862642 -2.021489 27.555275
132 O 18.637761 -1.354753 27.262907
133 C 18.550804 -0.006567 27.338069
134 O 19.389352 0.705543 27.951395
135 O 17.313789 0.263025 27.085650
136 C 16.725674 1.610255 27.298264
137 H 20.672113 -1.431664 27.125217
138 H 19.956369 -2.976985 27.039194
139 H 20.186879 -2.134848 28.589742
140 H 16.806942 1.880320 28.351141
141 H 15.671055 1.680701 27.031950
142 H 17.311880 2.416724 26.857711
143 C 15.776938 -5.767405 22.846630
144 O 17.059363 -5.172611 22.629212
145 C 17.945100 -4.940666 23.527350
146 O 17.944791 -5.263462 24.734266
147 O 18.975951 -4.313974 22.942922
148 C 20.120327 -3.955989 23.750546
149 H 15.638405 -6.692610 23.406003
150 H 15.181706 -5.898174 21.942911
151 H 15.343349 -4.915565 23.370535
152 H 20.865434 -4.737084 23.901553
153 H 19.924985 -3.808455 24.812700
154 H 20.596039 -3.149157 23.193035
155 C 16.799030 -3.903780 27.247030
156 O 16.797987 -3.582412 28.632742
157 C 17.608588 -4.146274 29.571029
158 O 18.236289 -5.245121 29.536508
159 O 17.499142 -3.301572 30.653633
160 C 17.926744 -3.659636 31.911237
161 H 17.654551 -3.494245 26.709945
162 H 15.879485 -3.601436 26.745923
163 H 16.873065 -4.983634 27.118436
164 H 17.941925 -4.717267 32.174445
165 H 17.644122 -3.141208 32.827457
166 H 18.999330 -3.466125 31.925880
167 C 9.095162 -6.828793 31.246934
168 O 9.426034 -5.687644 30.356710
169 C 10.481663 -5.943830 29.520497
170 O 11.098189 -7.054160 29.458243
171 O 10.779284 -4.792145 28.813205
172 C 11.914012 -4.656371 28.025874
173 H 8.917484 -7.813739 30.815187
174 H 8.239041 -6.692728 31.907726
175 H 9.916371 -7.038894 31.932194
176 H 11.994851 -5.414531 27.246923
177 H 12.873548 -4.626973 28.542141
178 H 11.950158 -3.824339 27.322651
179 C 7.340943 -1.328950 23.559694
180 O 8.395834 -0.853590 22.865977
181 C 8.634813 -1.328324 21.636106
182 O 7.932758 -2.018917 20.924822
183 O 9.856692 -1.067880 21.314448
184 C 10.468727 -1.445739 20.084901
185 H 7.238507 -0.956836 24.579070
186 H 7.379869 -2.417398 23.516667
187 H 6.432966 -1.116343 22.995359
188 H 11.521698 -1.218275 20.251081
189 H 10.081816 -0.798014 19.298234
190 H 10.388095 -2.530869 20.020894

Atoms 1-2, force components in eV/Å:
0.7 -0.2 0.2
-1.4 1.8 -0.2

spin multiplicity = 1
LUMO = 0.317 eV
relative energy (zero: lowest compared OMol25 entry of this formula, charge and spin) = 761.93 kJ/mol
HOMO level = -10.01 eV
SMILES = CCOP(=O)(OCC)OCC.CCOP(=O)(OCC)OCC.CCOP(=O)(OCC)OCC.CCOP(=O)(OCC)OCC.C[C@H]1COC(=O)O1.C[C@H]1COC(=O)O1.COC(=O)OC.COC(=O)OC.COC(=O)OC.COC(=O)OC.COC(=O)OC
F_max = 5.768 eV/Å

***

Record 2
ORCA calculation (wB97M-V/def2-TZVPD) on C16H16N7O2SW as an isolated structure.

Cartesian coordinates (Å):
1 W 1.334984 0.692700 -0.698166
2 N 5.403911 0.138593 1.190251
3 C 4.226716 0.050559 0.553651
4 S 3.254975 1.509753 0.382715
5 N 3.818891 -1.070029 0.034659
6 N 2.545293 -0.924561 -0.404352
7 C 2.073363 -1.438508 -1.530171
8 C 0.683755 -1.197207 -1.706695
9 C 0.007940 -1.425049 -2.987453
10 C -1.152267 -2.063625 -3.172699
11 C -2.003922 -2.632237 -2.131968
12 C -2.156461 -2.133611 -0.907169
13 N -0.016585 -0.963737 -0.460946
14 H 5.752657 1.018082 1.522928
15 H 5.966778 -0.687514 1.300820
16 H 2.708700 -1.884971 -2.289252
17 H 0.569426 -1.096220 -3.854259
18 H -1.471399 -2.221333 -4.196145
19 H -2.571783 -3.512817 -2.408123
20 H -2.824942 -2.623040 -0.209835
21 N 1.631315 2.590020 -1.854742
22 N 0.940399 3.621298 -1.174604
23 C -0.209156 3.188426 -0.510427
24 O -1.080952 3.918843 -0.155242
25 O -0.193117 1.857428 -0.308670
26 H 2.625418 2.803094 -1.870627
27 H 1.313347 2.511174 -2.819286
28 H 0.857242 4.508737 -1.651473
29 C -1.510826 -0.855884 -0.438528
30 C -1.917602 -0.475065 0.966571
31 C -1.680754 -1.363606 2.012638
32 C -2.025028 -1.033072 3.310324
33 C -2.627985 0.197219 3.563799
34 C -2.887272 1.081792 2.521581
35 C -2.528354 0.743637 1.227417
36 C -2.982542 0.550930 4.912155
37 N -3.258342 0.831958 5.990660
38 H -1.764886 -0.046254 -1.126985
39 H 0.301575 -1.586630 0.280716
40 H -1.241961 -2.338466 1.820428
41 H -1.840412 -1.720003 4.124278
42 H -3.358634 2.032861 2.726195
43 H -2.711504 1.446334 0.426030

Atoms 1-2, force components in eV/Å:
0.0 0.1 0.1
0.0 0.0 0.0

charge = +1
spin multiplicity = 1
LUMO = -4.347 eV
relative energy (zero: lowest compared OMol25 entry of this formula, charge and spin) = 0.00 kJ/mol
HOMO level = -11.45 eV
F_max = 0.116 eV/Å

***

Record 3
ORCA calculation (wB97M-V/def2-TZVPD) on C38H42AsCuO3P2Se2 as an isolated structure at a distorted geometry.

Cartesian coordinates (Å):
1 Cu 0.243917 -0.764580 0.590419
2 O -0.602136 -0.129918 4.415885
3 C -0.091481 -0.358210 3.328901
4 O -0.641755 -0.228356 2.177486
5 C 1.378411 -0.851174 3.284950
6 P 2.113097 -0.028480 1.831445
7 C 2.366418 1.699063 2.309085
8 C 2.833649 2.530564 1.287193
9 C 3.109159 3.861903 1.542127
10 C 2.891342 4.378765 2.813508
11 C 2.381484 3.567424 3.814891
12 C 2.113434 2.226822 3.570035
13 C 3.784693 -0.753804 1.839140
14 C 4.937971 -0.062577 2.196650
15 C 6.154628 -0.727539 2.250369
16 C 6.234858 -2.075029 1.935411
17 C 5.089871 -2.764182 1.558303
18 C 3.872399 -2.107819 1.510512
19 H 1.373881 -1.925310 3.083582
20 H 1.907728 -0.669672 4.220336
21 H 2.981610 2.111147 0.297933
22 H 3.486051 4.499701 0.753142
23 H 3.113113 5.419294 3.013898
24 H 2.192123 3.980599 4.797832
25 H 1.717468 1.607891 4.365725
26 H 4.883365 0.992158 2.433343
27 H 7.046902 -0.189036 2.544819
28 H 7.184226 -2.593023 1.982932
29 H 5.145658 -3.813123 1.297841
30 H 2.978855 -2.631916 1.190092
31 Se 1.532838 -1.815800 -1.082056
32 P 0.081326 -1.255608 -2.664599
33 Se -0.786666 0.666877 -2.927433
34 C -0.926611 -2.727250 -3.092505
35 C -2.134243 -2.580399 -3.759923
36 C -2.876255 -3.699508 -4.110378
37 C -2.412465 -4.967589 -3.795770
38 C -1.191641 -5.117477 -3.151889
39 C -0.446597 -4.000278 -2.809092
40 C 1.194183 -1.356328 -4.156231
41 C 0.566696 -1.344560 -5.402535
42 C 1.305802 -1.403693 -6.570558
43 C 2.692571 -1.458997 -6.514474
44 C 3.325513 -1.444417 -5.283487
45 C 2.582002 -1.386481 -4.110785
46 H -2.494123 -1.582497 -3.982251
47 H -3.825490 -3.579156 -4.618484
48 H -2.999988 -5.840720 -4.051458
49 H -0.821826 -6.107143 -2.913311
50 H 0.506621 -4.108015 -2.308001
51 H -0.510768 -1.264452 -5.452760
52 H 0.801480 -1.411726 -7.529133
53 H 3.273752 -1.498163 -7.427789
54 H 4.407040 -1.483855 -5.231774
55 H 3.087212 -1.361013 -3.155128
56 C -0.485660 4.852302 0.935469
57 As -0.773112 2.902617 0.729804
58 C -2.448427 3.104374 -0.268799
59 C -1.574975 2.572105 2.528445
60 C -2.465773 3.634161 3.059827
61 C -3.834630 3.633932 2.788168
62 C -4.667544 4.617198 3.299433
63 C -4.148003 5.630372 4.091663
64 C -2.788647 5.648156 4.370712
65 C -1.960644 4.663587 3.856990
66 H -1.387592 5.325387 1.323718
67 H -0.255127 5.299670 -0.032093
68 H 0.343335 5.045330 1.615914
69 H -3.076752 3.884394 0.164165
70 H -2.986690 2.156941 -0.273350
71 H -2.219196 3.356558 -1.304055
72 H -0.742799 2.389705 3.207710
73 H -2.113321 1.634470 2.410062
74 H -4.249842 2.835881 2.184075
75 H -5.728440 4.594009 3.081504
76 H -4.796787 6.391606 4.506407
77 H -2.377625 6.435844 4.990784
78 H -0.899843 4.672385 4.082342
79 C -2.426054 -3.308659 0.510826
80 C -2.435664 -1.788529 0.325086
81 C -3.712308 -1.330318 -0.385487
82 O -1.288981 -1.355335 -0.364464
83 H -3.272103 -3.619373 1.129699
84 H -1.499871 -3.617814 1.000081
85 H -2.485730 -3.800480 -0.461585
86 H -2.417833 -1.318803 1.317719
87 H -3.924807 -1.973870 -1.237918
88 H -3.571541 -0.310230 -0.742601
89 H -4.561495 -1.359536 0.301191

Atoms 1-2, force components in eV/Å:
-0.2 -0.2 -0.9
0.0 0.1 -0.1

charge = -1
⟨S²⟩ = 0.7567
spin multiplicity = 2
LUMO (alpha / beta) = 2.408 / 2.221 eV
HOMO level (alpha / beta) = -4.54 / -4.56 eV
F_max = 1.208 eV/Å

***

Record 4
ORCA calculation (wB97M-V/def2-TZVPD) on an isolated ion of composition C2H6N3O2S2 and charge +1 at a distorted geometry.

Cartesian coordinates (Å):
1 N -2.524397 -0.133324 -0.289623
2 S -1.213284 0.756594 0.076602
3 O -0.835601 0.240377 1.336625
4 O -1.237546 2.155122 -0.128373
5 C 0.163554 0.031361 -0.935396
6 N 0.703670 -1.060061 -0.236879
7 C 1.756309 -0.783835 0.531197
8 N 2.317414 0.394565 0.472061
9 S 1.563258 1.465077 -0.594610
10 H -2.978019 -0.459439 0.572888
11 H -3.274874 0.010750 -0.948734
12 H 0.252691 0.059400 -2.083859
13 H 0.071997 -1.851010 -0.127687
14 H 2.227683 -1.657427 1.200965
15 H 3.007145 0.831844 1.154825

Atoms 1-2, force components in eV/Å:
-0.9 -0.7 0.7
-0.1 -0.5 -0.8

charge = +1
spin multiplicity = 1
LUMO = -4.091 eV
relative energy (zero: lowest compared OMol25 entry of this formula, charge and spin) = 39.19 kJ/mol
HOMO level = -13.41 eV
SMILES = NS(=O)(=O)[C@@H]1[NH+]=CNS1
F_max = 4.513 eV/Å